1.
Formula: C42H115N13O22
Source: the OMol25 dataset
Level of theory: ωB97M-V/def2-TZVPD

Output
Total charge: 0
Total energy, Eh: -4036.09455
Multiplicity: 1

Each line ends with the Löwdin charge.
CARTESIAN COORDINATES (ANGSTROEM)
C 1.88090 -2.87607 4.36397  -0.76
O 1.07788 -2.63184 3.50035  0.01
N 2.81339 -3.76388 4.16521  0.19
N 1.86682 -2.30849 5.53226  0.21
H 2.68504 -4.29744 3.31730  0.12
H 3.30250 -4.15274 4.95872  0.12
H 2.45600 -2.42558 6.34420  0.13
H 0.96405 -1.94104 5.79699  0.07
C -4.66272 -1.00647 -0.80076  -0.77
O -5.36922 -1.17274 0.17568  0.03
N -4.08384 0.02117 -1.22984  0.20
N -4.26380 -2.00765 -1.53947  0.19
H -3.22466 -0.21859 -1.70359  0.07
H -4.05948 0.76246 -0.54429  0.09
H -4.48951 -2.95043 -1.25604  0.08
H -3.47976 -1.83946 -2.15355  0.07
C -2.18609 -4.14075 4.57889  -0.74
O -2.38777 -3.28344 5.42462  0.03
N -2.89364 -5.24101 4.56379  0.17
N -1.27965 -4.07386 3.64179  0.20
H -2.80684 -6.01994 3.92672  0.11
H -3.60570 -5.29481 5.27805  0.12
H -1.17316 -4.91930 3.09958  0.10
H -0.56530 -3.36348 3.56994  0.06
C -0.50948 -1.62633 -2.69843  -0.74
O -1.55681 -0.99177 -2.55838  -0.01
N 0.44808 -1.60568 -1.74186  0.22
N -0.16141 -2.23125 -3.75275  0.20
H 1.28170 -2.17517 -1.77061  0.07
H 0.21423 -1.21021 -0.84241  0.07
H 0.63812 -2.84838 -3.75319  0.07
H -0.92886 -2.46702 -4.36555  0.13
C -8.19005 -6.26065 0.58814  -0.11
O -6.83405 -5.94167 0.82769  -0.20
C -6.52719 -4.55945 0.90779  -0.17
C -4.91582 -4.46389 1.11624  -0.16
N -4.09815 -4.75157 -0.08345  -0.06
C -2.66742 -4.48924 0.21314  -0.20
C -1.77767 -4.82806 -1.01595  -0.15
O -1.98126 -6.25324 -1.39511  -0.21
C -1.37730 -6.63015 -2.60496  -0.13
H -8.20711 -7.35031 0.60911  0.08
H -8.53180 -5.94806 -0.39856  0.09
H -8.76033 -5.96285 1.46803  0.09
H -6.99768 -4.06462 1.75743  0.11
H -6.74467 -3.86825 0.09352  0.11
H -4.56905 -5.11523 1.91850  0.09
H -4.64942 -3.46075 1.44916  0.09
H -4.17534 -5.74872 -0.22426  0.10
H -2.27272 -5.02716 1.07508  0.09
H -2.52974 -3.43245 0.44185  0.10
H -0.71877 -4.65634 -0.82268  0.12
H -2.27367 -4.20443 -1.75969  0.10
H -0.42929 -7.10004 -2.34308  0.08
H -1.15571 -5.77443 -3.24273  0.08
H -1.88033 -7.43880 -3.13519  0.08
C 5.85595 1.83300 -7.94795  -0.13
O 4.52052 2.07217 -7.56241  -0.19
C 3.78156 0.82444 -7.45023  -0.18
C 2.39051 1.04095 -6.71537  -0.20
N 2.49074 1.02921 -5.32044  -0.09
C 1.25472 1.09363 -4.60306  -0.23
C 1.52200 1.34300 -3.14470  -0.20
O 2.06403 2.67918 -3.01662  -0.19
C 2.56668 3.04624 -1.71670  -0.09
H 6.59946 2.61345 -8.10975  0.09
H 5.63679 1.52534 -8.97040  0.08
H 6.33930 1.04106 -7.37584  0.08
H 4.35716 0.06589 -6.91977  0.09
H 3.59793 0.35452 -8.41643  0.11
H 1.80008 0.15162 -6.93575  0.12
H 1.94330 1.96149 -7.09050  0.12
H 3.01053 1.79961 -4.92498  0.12
H 0.69478 0.18513 -4.82486  0.11
H 0.63485 1.89114 -5.01273  0.12
H 2.20088 0.52765 -2.89479  0.10
H 0.64681 1.20936 -2.50887  0.10
H 2.65459 4.12879 -1.62467  0.09
H 3.58085 2.70432 -1.51020  0.08
H 2.02987 2.60928 -0.87468  0.07
C -3.60981 9.56187 -2.16263  -0.11
O -4.06107 8.35132 -1.56451  -0.20
C -5.29338 7.85250 -2.16354  -0.19
C -5.90064 6.66066 -1.27412  -0.17
N -4.89847 5.58361 -0.96279  -0.04
C -4.49264 5.00489 -2.24139  -0.21
C -3.56074 3.78898 -2.03851  -0.16
O -2.26805 4.41188 -2.16771  -0.23
C -1.07910 3.68851 -2.45380  -0.08
H -3.25386 9.39374 -3.17906  0.08
H -2.83607 10.03336 -1.55676  0.09
H -4.41896 10.28300 -2.27827  0.08
H -5.13034 7.59498 -3.21005  0.10
H -6.02616 8.65939 -2.17060  0.10
H -6.86185 6.28899 -1.62914  0.10
H -6.19324 7.16925 -0.35553  0.10
H -4.13813 6.15024 -0.61505  0.07
H -3.95154 5.72405 -2.85631  0.11
H -5.39363 4.68370 -2.76403  0.12
H -3.73418 3.10963 -2.87308  0.12
H -3.78529 3.34928 -1.06674  0.11
H -1.28348 2.97415 -3.25131  0.09
H -0.64967 3.12534 -1.62522  0.06
H -0.26213 4.33174 -2.78075  0.10
C 9.05702 3.71116 7.54354  -0.13
O 8.12143 3.78380 6.51666  -0.20
C 7.91623 2.57455 5.87162  -0.26
C 6.96981 2.77709 4.69277  -0.16
N 6.69177 1.43943 4.05562  -0.06
C 5.76985 0.62323 4.86656  -0.21
C 5.11277 -0.60820 4.19239  -0.18
O 4.23642 -0.28729 3.08679  -0.20
C 2.98227 0.34051 3.33314  -0.11
H 10.02477 3.35860 7.18682  0.09
H 8.66856 3.20571 8.42769  0.09
H 9.17366 4.74212 7.87766  0.09
H 7.47475 1.99217 6.68034  0.11
H 8.86929 2.10403 5.62996  0.12
H 7.42995 3.42119 3.94344  0.12
H 6.03697 3.22918 5.02970  0.11
H 6.26070 1.53747 3.14751  0.10
H 4.93906 1.26660 5.15631  0.10
H 6.30043 0.31504 5.76746  0.11
H 4.60808 -1.18776 4.96537  0.10
H 5.89749 -1.22871 3.75964  0.12
H 2.67411 0.26210 4.37573  0.07
H 2.08712 -0.11350 2.90811  0.07
H 3.00498 1.42824 3.26665  0.09
C 3.14701 -2.05632 0.43310  -0.13
O 3.12130 -3.03235 -0.56559  -0.20
C 3.79006 -2.52506 -1.72983  -0.20
C 3.69660 -3.53682 -2.87070  -0.17
N 2.60423 -3.32845 -3.85566  -0.07
C 2.98759 -2.24687 -4.76409  -0.18
C 3.92855 -2.77266 -5.89803  -0.20
O 3.73981 -4.09468 -6.34432  -0.19
C 4.79046 -4.72969 -7.03120  -0.10
H 2.44591 -2.41577 1.18633  0.07
H 2.98815 -0.99683 0.23228  0.10
H 4.06172 -2.27168 0.98540  0.09
H 4.81870 -2.28192 -1.46360  0.13
H 3.35114 -1.55870 -1.97803  0.09
H 3.41728 -4.50177 -2.44767  0.12
H 4.61790 -3.73601 -3.41809  0.11
H 2.65630 -4.19412 -4.37333  0.10
H 3.37088 -1.38326 -4.22060  0.11
H 2.12360 -1.71866 -5.16737  0.08
H 4.94522 -2.58014 -5.55537  0.12
H 3.80291 -2.06883 -6.72079  0.10
H 4.66043 -5.79391 -7.22769  0.09
H 5.72890 -4.69207 -6.47800  0.08
H 4.90569 -4.17622 -7.96314  0.09
C -0.75863 -0.34373 4.95972  -0.23
C -1.54466 0.92408 5.28028  -0.18
O -1.49971 1.85618 4.18384  -0.08
O -0.61543 -1.15771 6.10084  -0.09
H 0.26816 -0.10931 4.67890  0.11
H -1.23773 -1.05318 4.28499  0.11
H -1.16665 1.38005 6.19532  0.13
H -2.52717 0.48989 5.46539  0.11
H -2.14747 2.54012 4.36888  0.09
H -1.35075 -1.77266 6.04831  0.05
C -4.43899 1.23050 2.82688  -0.24
C -5.24834 0.12670 3.56839  -0.20
O -5.49644 -1.05290 2.77376  -0.08
O -4.91064 1.62488 1.54572  -0.06
H -3.38041 1.02368 2.66960  0.08
H -4.35197 2.10554 3.47095  0.11
H -6.20999 0.59754 3.77246  0.11
H -4.71538 -0.06207 4.50028  0.10
H -5.31957 -0.82001 1.85939  0.00
H -5.66055 2.22420 1.55275  0.10
C -0.09663 4.94687 1.50584  -0.20
C -1.65466 5.11079 1.47564  -0.23
O -2.17455 5.59653 0.27059  -0.06
O 0.43555 4.00642 0.55588  -0.10
H 0.29091 4.75648 2.50668  0.11
H 0.35303 5.88244 1.17328  0.11
H -1.90812 5.86407 2.22159  0.11
H -2.13750 4.18219 1.78005  0.10
H -1.86340 5.03794 -0.44548  0.05
H 0.03619 3.14906 0.72032  0.01
C -1.34281 0.92693 0.53263  -0.18
C -1.43888 -0.53717 0.98674  -0.21
O -0.13923 -1.08794 1.17783  -0.07
O -0.64502 1.74092 1.47054  -0.08
H -2.31640 1.38481 0.35779  0.10
H -0.71409 0.97673 -0.35638  0.11
H -2.00652 -1.20678 0.34060  0.10
H -2.07711 -0.64282 1.86401  0.11
H -0.07873 -1.38359 2.08916  0.04
H -0.98553 1.67633 2.36580  0.05

=====

2.
Formula: C6H8NO4S
Source: the OMol25 dataset
Level of theory: ωB97M-V/def2-TZVPD

Output
Total charge: -1
Total energy, Eh: -987.17674
Energy relative to the best compared isomer or geometry (same formula, charge and spin), eV: 5.944
Multiplicity: 1

Each line ends with the Löwdin charge.
CARTESIAN COORDINATES (ANGSTROEM)
C 3.27550 0.54435 -0.72662  -0.03
C 1.12428 -2.46925 1.31517  0.11
C 1.96213 0.63466 -1.08274  -0.18
C 0.42966 -1.71875 0.65001  -0.10
C 0.94438 0.56656 0.00568  -0.17
C -0.10894 -0.58364 -0.10095  -0.30
N -1.53881 -0.36583 0.28229  -0.21
O -1.67801 0.17731 1.65978  -0.07
O -4.28137 0.86976 0.74984  -0.50
O -2.04515 0.54982 -0.65847  -0.36
O -4.25007 1.34797 -1.64523  -0.49
S -3.93155 0.43924 -0.58509  0.67
H 4.00359 0.50002 -1.54157  0.03
H 3.74764 0.50033 0.31316  0.08
H 1.64820 -3.26456 1.83768  0.02
H -2.59498 0.51649 1.64075  0.03
H 1.59947 0.67064 -2.11454  0.11
H 1.43324 0.62242 1.05009  0.14
H 0.48783 1.53708 -0.04347  0.10
H -0.22706 -1.07464 -1.00578  0.12

=====

3.
Formula: C33H72BN2O24S
Source: the OMol25 dataset
Level of theory: ωB97M-V/def2-TZVPD

Output
Total charge: +1
Total energy, Eh: -3638.85385
Multiplicity: 1

Each line ends with the Löwdin charge.
CARTESIAN COORDINATES (ANGSTROEM)
C 2.30381 -5.80216 -0.67244  -0.08
N 0.85865 -5.55006 -0.50932  -0.11
C 0.41337 -4.19555 -0.58785  -0.35
S 0.02515 -3.41200 0.99981  1.25
C 1.50790 -3.68682 1.97146  -0.30
C 1.22931 -4.06113 3.42992  -0.19
C 0.96431 -5.55061 3.68160  -0.26
N 1.86885 -6.48321 3.01272  0.02
O -1.04379 -4.32083 1.75377  -0.17
B -1.99431 -5.10308 1.03580  -0.86
O -2.30493 -6.32711 1.52367  0.24
O -2.60783 -4.53261 -0.03161  0.20
H 2.75591 -6.11657 0.26492  0.06
H 2.44884 -6.61777 -1.37575  0.10
H 2.82493 -4.93007 -1.06391  0.09
H 0.34446 -6.10890 -1.17152  0.12
H 1.14123 -3.49209 -1.01170  0.12
H -0.47869 -4.11011 -1.20232  0.10
H 2.14629 -4.40899 1.47329  0.06
H 1.99536 -2.71273 1.92452  0.11
H 0.40852 -3.44248 3.79225  0.12
H 2.12134 -3.78464 3.99226  0.13
H -0.05612 -5.81759 3.42594  0.10
H 1.06104 -5.71096 4.75499  0.12
H 2.79910 -6.10446 2.89185  0.07
H 1.51837 -6.75828 2.10588  0.05
H -1.55478 -6.92213 1.58000  0.12
H -2.68844 -5.17593 -0.73942  0.14
C -1.25196 0.13083 -4.92825  -0.05
C -0.48506 -0.38031 -3.73022  -0.21
O 0.67681 -1.15824 -4.08738  0.03
C 1.72553 -0.45377 -4.51807  -0.60
O 1.76517 0.74842 -4.59755  0.10
O 2.69493 -1.30145 -4.83056  0.01
C 3.88199 -0.70334 -5.37587  -0.02
H -1.52426 -0.69407 -5.58676  0.08
H -2.16289 0.63072 -4.60153  0.09
H -0.65700 0.84002 -5.50051  0.08
H -1.10266 -1.06923 -3.15474  0.11
H -0.18685 0.43487 -3.06990  0.11
H 4.27318 0.05646 -4.70364  0.09
H 3.67459 -0.26806 -6.35132  0.10
H 4.59868 -1.51105 -5.47873  0.10
C 1.11407 3.65816 -3.32199  -0.06
C 0.45362 3.48242 -1.97391  -0.22
O 0.38694 4.70163 -1.21900  0.04
C -0.55814 5.55769 -1.61043  -0.61
O -1.36066 5.37209 -2.48837  0.12
O -0.46905 6.64684 -0.85254  0.01
C -1.38896 7.68871 -1.19901  -0.03
H 2.10594 4.09777 -3.20152  0.09
H 1.20998 2.68798 -3.81131  0.05
H 0.52899 4.31864 -3.96056  0.08
H 1.04213 2.81074 -1.34940  0.12
H -0.55048 3.06619 -2.07113  0.12
H -2.41051 7.31671 -1.20303  0.10
H -1.14259 8.10064 -2.17557  0.10
H -1.27294 8.45161 -0.43617  0.09
C -6.33600 -3.89791 0.93457  -0.05
C -5.39677 -2.84677 0.38288  -0.22
O -6.08289 -1.80756 -0.32736  0.01
C -6.72772 -0.91761 0.43746  -0.61
O -6.75100 -0.91472 1.64005  0.13
O -7.31872 -0.03864 -0.36129  0.00
C -8.10277 0.95407 0.31587  -0.02
H -6.95783 -4.30625 0.13715  0.09
H -5.76615 -4.71147 1.38577  0.08
H -6.99237 -3.47707 1.69330  0.08
H -4.73631 -3.28687 -0.35892  0.10
H -4.78047 -2.40656 1.16820  0.13
H -7.50747 1.47032 1.06446  0.10
H -8.96931 0.49297 0.78478  0.10
H -8.42330 1.65056 -0.45163  0.10
C -1.75924 0.59362 7.31657  -0.06
C -1.46795 -0.88562 7.43507  -0.20
O -0.19741 -1.24100 6.85064  0.03
C 0.87108 -0.90944 7.57422  -0.61
O 0.86036 -0.37098 8.64927  0.12
O 1.96210 -1.27399 6.89737  -0.01
C 3.19915 -0.88591 7.51544  -0.03
H -1.70348 0.91127 6.27462  0.08
H -2.75924 0.80561 7.69314  0.09
H -1.04521 1.18160 7.88992  0.07
H -2.19776 -1.46373 6.87210  0.12
H -1.49519 -1.22117 8.47065  0.13
H 3.24776 -1.24383 8.54063  0.10
H 3.31217 0.19607 7.49178  0.09
H 3.98394 -1.34759 6.92461  0.09
C -6.10469 -0.90289 -3.49826  -0.06
C -5.79671 -2.32362 -3.90763  -0.21
O -6.33462 -2.66155 -5.19502  0.04
C -5.64858 -2.18826 -6.23395  -0.61
O -4.61515 -1.56949 -6.17887  0.11
O -6.29053 -2.53170 -7.34621  0.01
C -5.69998 -2.03806 -8.55387  -0.03
H -7.17997 -0.72513 -3.51698  0.09
H -5.74141 -0.72779 -2.49007  0.06
H -5.63397 -0.18455 -4.16880  0.08
H -6.26882 -3.02113 -3.21735  0.12
H -4.72298 -2.51885 -3.90767  0.12
H -4.65490 -2.33039 -8.62105  0.09
H -5.78348 -0.95406 -8.59981  0.10
H -6.26492 -2.48666 -9.36434  0.09
C 5.32399 6.42947 9.06314  -0.07
C 5.40445 5.47357 10.23236  -0.21
O 4.12842 4.88680 10.54294  0.04
C 3.72496 3.92168 9.72502  -0.61
O 4.33639 3.48038 8.78337  0.11
O 2.52427 3.50769 10.12760  0.01
C 1.94538 2.50222 9.29192  -0.05
H 4.57192 7.19615 9.25147  0.08
H 6.28815 6.91473 8.91349  0.08
H 5.05585 5.90607 8.14706  0.07
H 5.68820 6.00251 11.13932  0.12
H 6.13384 4.68338 10.05790  0.12
H 2.61764 1.65792 9.17905  0.07
H 1.70407 2.92112 8.31500  0.10
H 1.03838 2.17138 9.78603  0.09
C 8.15907 4.45262 -8.38922  -0.07
C 6.79919 4.52665 -9.04669  -0.21
O 5.89035 3.53722 -8.52989  0.04
C 5.37859 3.80297 -7.33191  -0.61
O 5.58149 4.78615 -6.66865  0.13
O 4.58393 2.78709 -6.98611  0.00
C 3.99813 2.90810 -5.68443  -0.04
H 8.57330 3.44842 -8.48623  0.08
H 8.83966 5.15870 -8.86407  0.08
H 8.09555 4.69551 -7.33004  0.07
H 6.87428 4.29897 -10.10760  0.12
H 6.35474 5.51559 -8.94222  0.12
H 3.46886 3.85226 -5.57988  0.10
H 4.77241 2.83991 -4.91941  0.10
H 3.30685 2.07672 -5.59063  0.05

=====

4.
Formula: C5H14N2O
Source: the OMol25 dataset
Level of theory: ωB97M-V/def2-TZVPD

Output
Total charge: +1
Total energy, Eh: -383.23888
Energy relative to the best compared isomer or geometry (same formula, charge and spin), eV: 3.721
Multiplicity: 2

Each line ends with the Mulliken spin population.
CARTESIAN COORDINATES (ANGSTROEM)
N -1.98967 -1.98399 -1.56381  0.05
C -2.10901 -1.42845 -0.25508  0.01
C -1.46998 -0.08700 0.11808  0.02
N 0.02625 0.08757 0.36840  0.70
C 0.59444 -1.28148 0.24645  0.00
C 0.75243 1.02250 -0.45023  0.02
C 1.51644 2.08162 0.40809  0.06
O 2.50591 1.63294 1.37638  0.01
H -2.39994 -1.37860 -2.21670  0.00
H -1.06332 -2.04266 -1.69697  0.00
H -3.24983 -1.37889 -0.02513  0.00
H -1.84522 -2.22255 0.48031  0.00
H -2.00289 0.53133 0.92469  0.05
H -1.82355 0.74356 -0.56530  0.04
H 0.57329 -1.62450 -0.77353  0.04
H 0.29870 -1.90497 1.18964  0.00
H 1.79294 -1.18386 0.43984  0.01
H 0.07342 1.49511 -1.22765  0.00
H 1.43357 0.60348 -1.23700  0.02
H 2.03036 2.77563 -0.29832  0.00
H 0.91058 2.73433 1.08302  0.00
H 3.26263 1.22079 0.87612  0.00